Below is a molecular structure, C44H74BClCrGe2N6 at a distorted geometry, with properties calculated with ωB97M-V/def2-TZVPD.

Structure (XYZ):
```
129
Properties=species:S:1:pos:R:3:forces:R:3
Cr -0.0231 -0.7174 0.1926 0.929 -0.358 -0.567
C -1.3549 -4.7668 -2.2408 0.002 0.122 0.037
C -1.0478 -3.4418 -1.5522 0.060 -0.045 0.147
C -1.5403 -3.4497 -0.0975 0.170 -0.118 -0.254
C 0.4133 -3.1213 -1.5619 0.137 -0.170 -0.055
C 1.5016 -3.8973 -1.9349 -0.113 0.073 0.046
C 2.6339 -3.1577 -1.5952 -0.173 -0.190 -0.073
C 4.0524 -3.5893 -1.8220 0.197 0.229 0.065
C 4.7600 -2.6780 -2.8327 -0.080 -0.104 0.001
C 4.8674 -3.7305 -0.5302 -0.127 -0.024 -0.068
N 2.2183 -1.9999 -1.0657 0.293 -0.173 -0.204
N 0.8604 -1.9632 -1.0552 -0.167 0.147 0.033
B 2.9694 -0.8910 -0.3076 -0.174 0.145 0.114
N 2.6235 -1.0701 1.2144 0.259 -0.358 -0.138
N 1.4123 -1.6362 1.5005 -0.558 0.264 0.190
C 1.3895 -1.9363 2.7985 0.226 0.005 -0.062
C 2.6050 -1.5653 3.3690 -0.065 -0.089 -0.056
C 3.3621 -1.0147 2.3401 -0.309 0.150 0.392
C 4.6578 -0.2816 2.5376 0.176 -0.004 -0.262
C 4.5271 1.1679 2.0596 -0.012 -0.076 0.090
C 5.8849 -0.9709 1.9364 -0.065 0.046 0.075
C 0.2265 -2.6522 3.4129 0.081 -0.094 0.015
C -0.0467 -2.1752 4.8382 -0.035 0.036 -0.139
C 0.5018 -4.1617 3.3753 -0.139 0.055 -0.011
N 2.3980 0.4709 -0.7630 0.270 0.202 -0.158
N 1.1968 0.8542 -0.2425 -0.378 -0.197 0.367
C 1.0822 2.1796 -0.4199 0.060 0.046 -0.207
C 2.1980 2.6362 -1.1170 0.112 -0.007 0.232
C 3.0171 1.5328 -1.3182 -0.312 -0.017 -0.086
C 4.2538 1.4571 -2.1787 0.174 0.027 0.003
C 5.5854 1.2959 -1.4315 -0.118 -0.025 -0.017
C 4.3398 2.7046 -3.0644 -0.105 -0.162 0.014
C -0.0673 3.0089 0.0691 0.124 0.016 0.044
C 0.2551 3.5519 1.4691 -0.077 -0.019 -0.069
C -0.3396 4.1750 -0.8851 0.068 -0.121 0.032
H -2.4317 -4.9341 -2.2577 -0.002 -0.032 -0.019
H -0.8904 -5.6023 -1.7144 0.013 -0.007 -0.017
H -0.9947 -4.7537 -3.2694 -0.016 -0.068 -0.003
H -1.5661 -2.6459 -2.0879 0.055 -0.049 -0.010
H -1.0025 -4.1989 0.4857 0.028 0.040 0.028
H -2.6075 -3.6660 -0.0464 0.017 0.116 0.047
H -1.3776 -2.4684 0.3856 -0.156 0.003 0.130
H 1.4888 -4.8735 -2.3881 0.010 0.008 -0.017
H 3.9710 -4.5827 -2.2676 -0.025 -0.003 -0.013
H 4.8672 -1.6686 -2.4343 0.043 -0.004 -0.016
H 4.1991 -2.6230 -3.7668 0.021 0.022 -0.003
H 5.7528 -3.0708 -3.0526 0.014 0.031 0.001
H 5.1289 -2.7572 -0.1170 -0.006 -0.089 -0.009
H 5.7892 -4.2704 -0.7463 0.028 0.018 0.036
H 4.3133 -4.2877 0.2269 0.022 -0.013 0.011
H 4.1309 -0.9617 -0.4957 0.087 0.097 -0.033
H 2.9028 -1.6789 4.3981 0.046 0.052 -0.015
H 4.8007 -0.2587 3.6200 -0.034 -0.047 0.013
H 4.4152 1.2092 0.9778 -0.022 0.025 0.012
H 5.4170 1.7354 2.3347 0.007 0.004 -0.033
H 3.6593 1.6503 2.5134 0.005 0.011 -0.017
H 5.8582 -0.9570 0.8471 0.027 0.000 0.033
H 5.9569 -2.0054 2.2734 0.013 -0.010 -0.037
H 6.7838 -0.4451 2.2604 0.027 -0.020 -0.049
H -0.6568 -2.4552 2.7942 0.027 0.021 0.000
H 0.7659 -2.4690 5.5038 0.002 0.021 0.019
H -0.1413 -1.0884 4.8764 -0.017 -0.004 0.040
H -0.9668 -2.6211 5.2167 0.014 -0.015 0.035
H 1.3787 -4.4036 3.9771 0.002 -0.001 0.009
H 0.6898 -4.4964 2.3538 0.004 -0.018 0.016
H -0.3520 -4.7126 3.7735 0.025 -0.025 -0.002
H 2.3913 3.6490 -1.4219 -0.029 -0.011 -0.075
H 4.1173 0.5866 -2.8291 0.020 -0.004 0.008
H 5.6827 2.0377 -0.6380 0.027 0.019 -0.034
H 6.4068 1.4422 -2.1330 0.001 0.005 -0.004
H 5.6982 0.3050 -0.9998 0.004 0.001 0.107
H 4.5669 3.5839 -2.4591 -0.004 0.033 -0.045
H 3.4086 2.8769 -3.6039 0.012 0.041 -0.013
H 5.1392 2.5779 -3.7929 0.020 0.036 0.010
H -0.9544 2.3752 0.1205 0.008 0.029 0.022
H 1.1099 4.2287 1.4142 0.001 -0.003 0.021
H 0.4999 2.7539 2.1681 0.006 -0.013 0.044
H -0.5963 4.1112 1.8626 0.013 -0.003 -0.001
H -1.3136 4.6183 -0.6784 0.003 0.018 -0.001
H 0.4213 4.9483 -0.7657 -0.013 0.026 -0.015
H -0.3195 3.8456 -1.9243 0.026 0.116 0.062
C -6.5921 1.8219 2.8495 0.132 -0.069 -0.022
C -5.4967 0.7511 2.8688 0.228 0.203 -0.167
Ge -3.7326 1.4040 2.2242 -0.069 -0.218 0.365
C -3.1462 2.8754 3.4140 -0.074 -0.163 -0.228
C -3.6051 4.2539 2.9280 0.077 -0.096 0.043
C -3.7604 1.9866 0.3630 -0.075 -0.066 0.345
C -3.2350 1.5558 -0.7910 0.335 -0.115 0.257
Ge -2.1139 -0.1049 -1.1145 -1.346 0.278 -0.866
C -3.7429 -1.2840 -1.3962 0.266 -0.184 0.362
C -4.6730 -1.5168 -0.2109 0.052 0.049 -0.071
C -1.5416 0.0119 -3.0412 0.554 0.022 0.213
C -0.1578 0.6178 -3.2905 -0.113 -0.037 -0.065
C -3.7287 2.2117 -2.0315 -0.188 0.071 -0.066
C -5.0912 2.1314 -2.3304 0.062 -0.035 -0.030
C -5.6082 2.7370 -3.4656 -0.012 0.046 -0.011
C -4.7741 3.4491 -4.3147 -0.057 -0.020 0.012
C -3.4210 3.5426 -4.0230 0.036 0.058 -0.022
C -2.9013 2.9208 -2.8984 0.037 -0.042 0.006
H -7.5505 1.3966 3.1481 -0.016 0.049 0.014
H -6.7136 2.2466 1.8512 -0.042 0.031 0.020
H -6.3576 2.6335 3.5398 -0.040 0.036 -0.032
H -5.8128 -0.1161 2.2885 0.073 -0.031 -0.040
H -5.3363 0.4037 3.8935 0.026 -0.021 -0.014
H -2.0585 2.8619 3.5184 -0.001 -0.063 -0.023
H -3.5618 2.6717 4.4040 0.024 -0.046 -0.001
H -3.1671 4.4977 1.9583 -0.025 0.016 -0.012
H -3.3028 5.0256 3.6367 -0.029 0.051 -0.038
H -4.6902 4.3025 2.8251 0.005 0.041 -0.022
H -4.4372 2.8430 0.2887 -0.025 -0.019 -0.131
H -3.4619 -2.2462 -1.8300 0.005 0.112 -0.057
H -4.2847 -0.7417 -2.1749 0.091 0.090 -0.056
H -4.2465 -2.2127 0.5168 -0.031 0.046 0.021
H -5.6278 -1.9333 -0.5394 0.013 -0.033 0.040
H -4.8901 -0.5780 0.2971 -0.054 0.032 0.058
H -2.2962 0.5875 -3.5760 -0.135 -0.049 0.107
H -1.5736 -1.0003 -3.4543 -0.033 -0.025 0.097
H -0.0975 1.6422 -2.9139 0.064 -0.050 -0.018
H 0.0751 0.6455 -4.3576 -0.016 0.031 0.007
H 0.6243 0.0349 -2.8006 0.040 0.047 -0.022
H -5.7472 1.5763 -1.6700 0.021 0.001 0.026
H -6.6671 2.6609 -3.6770 0.015 -0.007 -0.026
H -5.1756 3.9263 -5.1987 0.005 0.008 0.006
H -2.7684 4.1093 -4.6752 0.020 -0.028 0.000
H -1.8412 2.9872 -2.6903 -0.166 -0.054 -0.053
Cl -0.8390 0.3186 2.0946 0.152 0.331 0.522
C -2.5118 -0.1637 2.5142 -0.623 0.222 -0.101
H -2.4973 -0.4730 3.5576 0.084 0.024 0.011
H -2.7775 -1.0176 1.8944 0.065 0.013 -0.032
```
Forces are in eV/Å.

The calculation puts the LUMO energy (alpha / beta) at -4.1 / -2.9 eV. As for the orbital gap (alpha / beta): 6.600 / 7.772 eV. The HOMO energy (alpha / beta) comes out at -0.39488 / -0.39401 Eh. As for the spin multiplicity: 2. Its total energy is -210418.65306 eV. The charge is +1.

Mulliken atomic charge list, values in e, 6 entries: -2.66 -2.19 2.16 0.07 -1.34 -0.99